No. 1
A cluster of 4 separate species, C16H42BrN2O8PS3Si in total in a non-equilibrium geometry. Source: the OMol25 dataset; level of theory: the ωB97M-V functional and the def2-TZVPD basis.

XYZ file:
```
74
Properties=species:S:1:pos:R:3:lowdin_charge:R:1
C -3.112 0.552 -0.111 -0.18
O 4.238 -0.377 1.504 -0.10
H 1.180 2.506 1.690 0.11
H -5.634 2.044 -5.538 0.05
H -8.704 0.151 1.401 0.06
H -1.776 1.179 3.654 0.03
O 5.046 1.192 -3.170 -0.55
H 2.620 0.440 3.556 0.05
H 5.965 -1.096 -4.800 0.05
H 7.275 -1.569 -3.691 0.05
H -6.677 3.400 1.405 0.05
H -4.307 1.041 -6.174 0.05
Br 3.793 -2.258 3.773 0.69
H -0.418 -1.652 0.265 0.04
H 1.388 -0.599 2.001 0.11
C 7.166 0.481 -1.716 -0.26
H -2.773 -0.351 3.289 0.05
H -0.773 -1.848 2.128 0.03
H 2.633 -5.353 2.557 0.08
C 3.715 -1.538 0.884 -0.42
H 4.222 -3.612 1.652 0.11
C 0.695 1.481 1.690 -0.23
C -3.741 -0.680 -3.971 -0.28
H -8.067 2.491 2.049 0.06
O 3.402 3.703 1.521 -0.19
H -8.700 0.588 -0.334 0.05
S -6.608 1.116 0.717 0.81
H -3.420 1.285 2.754 0.03
H 1.536 -2.990 0.738 0.10
C -2.458 0.682 2.893 -0.18
S -5.369 0.042 -4.266 0.80
H 7.756 -0.394 -1.438 0.05
C -8.118 0.156 0.481 -0.26
C -7.437 2.653 1.172 -0.26
O 3.494 -1.696 -0.321 0.10
P 3.794 2.276 0.680 0.71
H -2.095 -2.077 0.894 0.06
S 5.727 -0.042 -2.672 0.80
C 1.746 0.281 1.349 -0.11
H 2.014 -5.393 0.761 0.09
H 1.571 0.063 0.234 0.13
H 2.950 3.505 2.368 0.05
H 3.390 1.681 -1.373 0.05
H -3.093 0.049 -3.481 0.05
H -3.011 -0.328 -0.845 0.03
H -3.065 1.537 -0.690 0.05
C 1.940 -3.360 1.736 -0.30
H -8.043 3.002 0.334 0.05
H 1.322 -2.844 2.546 0.08
H 0.798 -5.237 2.126 0.08
C -1.146 -1.461 1.116 -0.20
H 5.802 1.506 0.797 -0.03
C 3.269 0.700 1.648 -0.49
C 6.668 -0.735 -4.048 -0.27
H -7.839 -0.867 0.223 0.05
H -4.128 0.402 0.407 -0.01
O -5.930 0.591 1.943 -0.56
H 7.307 0.033 -4.487 0.06
H 7.772 1.172 -2.304 0.06
Si -1.670 0.390 1.175 0.49
H -3.304 -0.993 -4.922 0.05
C 1.867 -4.957 1.811 -0.11
H -3.861 -1.550 -3.325 0.05
H 4.223 0.767 3.429 0.08
O -0.412 1.501 0.751 -0.24
N 5.355 2.333 0.378 -0.17
C -4.779 1.424 -5.267 -0.27
O -5.850 0.604 -2.968 -0.57
O 2.918 2.302 -0.768 -0.18
C 3.436 -2.805 1.862 -0.50
H 6.816 0.983 -0.815 0.00
H 0.285 1.277 2.733 0.10
N 3.292 1.081 3.113 0.05
H -4.065 2.020 -4.695 0.06
```

Properties
Energy above the lowest of the compared OMol25 structures with the same formula, charge and spin = 71.2 kcal per mole
Multiplicity = 1
Gap between HOMO and LUMO = 9.111 eV
E_tot = -156346.225 eV

No. 2
A cluster of 8 separate species, C16H42O14 in total in a non-equilibrium geometry. Source: the OMol25 dataset; level of theory: the ωB97M-V functional and the def2-TZVPD basis.

XYZ file:
```
72
Properties=species:S:1:pos:R:3:lowdin_charge:R:1
H 9.342 1.689 3.979 0.07
H -7.723 -2.191 2.270 0.08
H 1.651 -0.420 1.489 0.12
C -2.733 -1.027 0.542 -0.20
H -7.463 -2.475 0.527 0.08
H -6.892 -0.325 1.179 0.07
H -0.803 -0.468 -8.107 0.08
O 4.487 -1.397 3.796 -0.14
H 0.835 3.163 -3.693 0.07
C 8.337 1.351 4.244 -0.15
H 3.983 0.078 -0.399 0.08
H -4.550 1.315 0.630 0.09
H 2.387 1.132 1.065 0.12
O -6.255 -1.018 1.386 -0.14
C -2.195 3.176 3.766 -0.15
H 3.299 -1.521 -0.099 0.07
H 7.646 1.636 3.455 0.08
H 8.028 1.824 5.179 0.08
C 5.649 -2.174 4.087 -0.15
C -6.975 -2.246 1.477 -0.14
C 3.465 -0.539 0.323 -0.07
H 2.584 2.866 -3.899 0.07
H 5.518 -2.709 5.032 0.08
H -3.159 -2.108 -1.261 0.15
O -1.540 -0.835 -6.198 -0.14
O 0.722 1.361 -0.698 0.17
H -3.819 -0.934 0.487 0.14
H 8.918 -0.312 5.067 0.08
C -1.666 -2.901 1.246 -0.63
H 1.927 4.503 -4.109 0.07
O 1.185 -0.641 -1.430 -0.01
O -1.858 -3.045 -0.055 0.09
H 0.507 -2.614 -1.432 0.13
H -1.241 3.611 3.457 0.08
O 8.304 -0.069 4.367 -0.14
H -4.277 0.692 -4.474 0.08
O -2.270 -1.747 1.657 0.11
O 2.045 3.882 -2.169 -0.13
O -1.091 -3.587 1.946 0.23
C -0.458 -0.804 -7.126 -0.15
H -1.259 -1.832 -2.540 0.12
H -2.193 -1.456 -6.538 0.08
H 6.497 -1.500 4.172 0.05
C -2.277 -1.820 -0.708 -0.17
O -2.075 1.764 3.920 -0.13
H -2.651 0.706 1.741 0.12
H 0.286 -0.106 -6.751 0.08
O -3.884 1.992 0.430 -0.01
H -3.699 0.994 -2.244 0.07
H 3.745 -2.006 3.724 0.07
H -1.193 0.504 0.853 0.13
H 4.062 -0.561 1.228 0.06
C -1.173 -1.296 -1.600 -0.07
C 1.835 3.579 -3.541 -0.16
H -1.415 1.600 4.601 0.08
H -2.533 0.566 -4.795 0.05
C -3.283 1.016 -4.151 -0.12
H -2.937 3.367 2.995 0.07
H 0.208 -1.694 0.036 0.12
H -6.264 -3.034 1.712 0.08
C -2.267 0.406 0.772 -0.12
O -3.035 0.591 -2.811 -0.14
O -2.802 1.320 -0.161 -0.13
C 1.276 0.353 -0.511 -0.54
H -0.004 -1.794 -7.219 0.08
H -1.248 -0.252 -1.853 0.10
H -2.521 3.638 4.701 0.07
H 5.837 -2.889 3.281 0.08
C 0.231 -1.640 -1.055 -0.12
H 1.959 3.057 -1.680 0.04
H -3.210 2.105 -4.218 0.08
C 2.137 0.146 0.701 -0.13
```

Properties
Multiplicity = 1
Gap between HOMO and LUMO = 10.068 eV
E_tot = -45931.377 eV
SMILES = CCC(=O)OCC[C@H]1OC(=O)O[C@H]1COO.CO.CO.CO.CO.CO.CO.CO

No. 3
A cluster of 3 separate species, C16H43BBrNO8P3 in total in a non-equilibrium geometry. Source: the OMol25 dataset; level of theory: the ωB97M-V functional and the def2-TZVPD basis.

XYZ file:
```
73
Properties=species:S:1:pos:R:3:lowdin_charge:R:1
H -3.843 -2.687 5.590 0.07
H 2.486 3.539 -5.516 -0.04
O -2.387 3.481 -0.974 -0.21
H -3.604 4.482 2.824 0.08
H 3.365 -1.485 -2.659 0.08
H 2.637 1.296 -2.885 0.09
H -0.592 3.375 -2.925 0.05
H -0.256 0.398 2.245 0.10
O -3.552 2.045 0.468 -0.20
B 2.970 0.854 -5.068 -0.79
C -3.849 -0.877 -0.556 -0.09
H -2.651 2.128 2.350 0.11
C 1.379 -0.879 1.719 -0.07
P -0.005 -2.507 4.205 0.51
H 2.005 -4.482 4.188 0.12
O -2.946 1.142 -1.609 -0.20
C 1.205 -4.758 3.498 -0.25
C -2.928 -2.541 6.166 -0.08
O -0.752 1.718 -0.743 -0.21
P 1.863 2.286 -5.801 0.67
H 1.874 2.148 -7.218 -0.04
H 0.822 -6.777 4.148 0.08
C 4.183 0.602 -6.163 -0.19
N 0.334 2.303 -5.287 -0.40
H 5.089 -1.702 -2.644 0.05
H 1.672 -5.152 2.597 0.12
C -1.888 -3.570 5.770 -0.31
H -3.172 -2.629 7.226 0.07
C 4.534 0.328 -2.928 -0.76
H 1.955 -0.054 1.301 0.08
H -2.367 4.427 1.573 0.07
H 0.286 1.511 -4.651 -0.09
H -1.453 4.871 -3.195 0.08
H -2.340 -4.565 5.765 0.11
H 4.490 0.486 -1.849 0.07
H 4.714 1.531 -6.411 0.03
H 2.322 -0.182 -5.033 0.06
H -1.895 -0.637 -1.459 0.11
H -2.583 -1.528 5.967 0.08
H 0.207 4.917 -2.586 0.08
H 0.885 -1.412 0.908 0.08
O -0.531 -1.403 3.156 -0.19
C 3.496 1.264 -3.564 -0.28
H 4.328 -1.459 -4.192 0.06
C -0.741 4.379 -2.531 -0.08
C 4.283 -1.156 -3.150 -0.18
H -3.908 -1.961 -0.667 0.07
C -3.375 4.099 1.828 -0.08
O 0.480 -3.575 3.085 -0.19
H -0.477 4.099 -0.405 0.10
P -2.182 1.960 -0.428 0.54
H 0.854 0.093 3.581 0.11
H -3.241 -0.598 -2.598 0.12
H 2.074 -1.577 2.191 0.07
C -2.921 -0.285 -1.605 -0.28
H 4.905 -0.161 -5.865 0.00
Br 6.393 0.729 -3.446 0.62
H 0.024 -5.555 5.130 0.06
H -4.057 4.545 1.106 0.09
H -0.612 -5.926 3.534 0.09
H -1.069 -3.595 6.488 0.10
H -4.850 -0.455 -0.649 0.08
H -4.403 2.277 2.304 0.11
C 0.306 -5.817 4.110 -0.08
H 3.758 0.250 -7.114 0.02
O 0.178 -1.824 5.503 -0.22
H -1.616 5.364 -0.832 0.11
C -1.266 4.366 -1.110 -0.30
O -1.402 -3.328 4.452 -0.22
C 0.360 -0.365 2.719 -0.27
H -3.496 -0.657 0.453 0.06
C -3.483 2.584 1.808 -0.26
H 3.977 2.246 -3.645 0.07
```

Properties
Multiplicity = 1
Net charge = -1
Gap between HOMO and LUMO = 5.762 eV
E_tot = -133748.124 eV

No. 4
A cluster of 3 separate species, C16H43ClN6O5P2S in total in a non-equilibrium geometry. Source: the OMol25 dataset; level of theory: the ωB97M-V functional and the def2-TZVPD basis.

XYZ file:
```
74
Properties=species:S:1:pos:R:3:lowdin_charge:R:1
H -0.127 -1.598 5.229 0.07
C -1.968 1.106 4.585 -0.12
H -0.248 4.049 6.986 0.08
C 0.309 2.714 2.907 -0.13
H -0.783 -2.538 -6.751 0.13
N 2.170 -0.572 -1.699 -0.31
H -1.193 -1.687 0.018 0.09
H -2.322 1.567 5.509 0.07
H 1.044 -1.683 1.080 0.05
H 1.920 0.553 0.073 0.07
H -1.828 -1.436 4.854 0.08
P 0.976 -1.836 -2.078 0.76
N 0.201 2.140 6.188 -0.31
H -1.004 -0.693 -3.632 0.03
H 3.353 -3.631 -1.265 0.06
C 3.558 -0.865 -2.025 -0.14
H -3.881 -0.504 -5.760 0.15
H 2.850 1.365 -1.176 0.08
H 3.300 1.941 4.143 0.07
H -2.467 -1.352 -8.582 0.12
H -2.090 -1.486 -2.471 0.08
H 3.616 -1.635 -2.802 0.07
H -0.497 -0.365 -8.202 0.13
C -0.986 -0.930 5.342 -0.14
H -1.206 -0.847 6.411 0.06
H -1.778 -1.513 -5.386 0.12
H -2.770 0.437 4.242 0.09
N 1.518 -2.718 -0.716 -0.31
C -3.826 -0.439 -6.947 -0.21
H 2.634 1.583 2.534 0.06
Cl -3.677 -3.290 -7.635 0.52
O 1.438 -0.042 3.999 -0.32
H 4.080 0.011 -2.422 0.08
C 2.573 2.262 3.393 -0.15
O -2.022 1.303 -5.047 -0.36
H 1.975 -3.107 1.309 0.09
H 1.132 1.251 -1.367 0.09
C 1.841 -2.260 0.623 -0.12
H 0.368 -0.262 -6.434 0.13
H -1.714 -0.013 -0.255 0.09
C -0.125 3.542 6.022 -0.12
C -2.855 -1.633 -7.512 -0.63
C -0.641 -0.280 -7.025 -0.19
H 2.321 -4.630 -0.219 0.08
O -1.217 2.518 -7.186 -0.38
C -1.495 -1.633 -6.539 -0.20
H 0.012 1.876 2.265 0.08
N -0.721 0.384 4.752 -0.31
O -0.063 -2.936 -2.408 -0.32
N -0.268 -0.726 -1.642 -0.34
C -0.856 -0.696 -0.308 -0.13
C -1.383 -0.660 -2.608 -0.16
H 0.757 3.487 2.269 0.09
S -1.784 1.184 -6.581 0.84
H 2.763 -1.677 0.664 0.07
H 0.080 2.300 8.303 0.08
H -1.063 3.676 5.477 0.08
P 0.863 0.973 5.017 0.77
H -1.932 0.280 -2.504 0.08
H -1.921 1.867 3.812 0.05
C 2.317 -3.902 -1.039 -0.14
C 2.000 0.691 -1.008 -0.12
H -0.156 -0.286 0.417 0.04
H 1.913 -4.430 -1.908 0.07
H 0.670 4.099 5.518 0.09
H -4.900 -0.528 -7.403 0.14
O -3.330 0.923 -7.332 -0.28
H -1.250 1.413 7.540 0.07
H 4.104 -1.221 -1.150 0.08
N 1.215 2.296 3.970 -0.35
H 2.880 3.259 3.062 0.08
H 0.353 0.678 7.698 0.08
C -0.179 1.613 7.491 -0.14
H -0.575 3.198 3.317 0.05
```

Properties
Multiplicity = 1
Gap between HOMO and LUMO = 6.500 eV
E_tot = -78392.337 eV
SMILES = O=S1(=O)CC[C@@H](Cl)CO1.CN(C)P(=O)(N(C)C)N(C)C.CN(C)P(=O)(N(C)C)N(C)C

No. 5
A structure of composition C16H43N6O4P2RuTe in a non-equilibrium geometry. Source: the OMol25 dataset; level of theory: the ωB97M-V functional and the def2-TZVPD basis.

XYZ file:
```
73
Properties=species:S:1:pos:R:3:mulliken_spin:R:1
H -0.984 -1.925 3.814 0.00
H -0.317 -3.758 2.383 0.00
N 0.299 2.094 3.240 0.00
H 0.468 -2.572 -7.307 0.00
H -3.068 2.114 1.980 0.00
H 1.531 -2.241 0.788 0.00
P 0.162 2.319 1.582 0.00
N 1.361 3.383 1.128 0.00
C -0.932 -4.158 -0.439 0.00
Ru -0.692 -0.895 -0.284 0.27
C -0.598 -1.845 -5.598 0.00
H 2.955 3.313 -0.225 0.00
H 0.461 -3.671 -5.921 0.00
H 1.453 2.497 -0.732 0.01
C -1.509 4.462 1.264 0.00
P 0.056 -1.106 -3.146 0.00
H 2.895 4.308 2.224 0.00
H -3.151 2.692 0.310 0.00
H 4.346 0.604 -4.091 0.00
H 0.891 -4.709 0.623 0.00
C 3.333 0.503 -4.470 0.00
H 1.745 5.417 1.467 0.00
H -2.043 4.776 0.363 0.00
C 0.531 -2.631 -6.227 0.00
H 1.147 -2.930 2.898 0.00
H 1.259 4.490 2.896 0.00
H -2.089 4.778 2.135 0.00
H -2.118 -3.992 1.744 0.00
H -1.377 3.204 3.780 0.00
C -2.499 2.224 1.051 0.01
H -0.806 2.051 5.003 0.00
C 2.467 -0.151 -3.415 0.00
C 1.865 3.367 -0.224 -0.02
H -2.215 1.230 0.676 -0.01
H -0.548 4.970 1.288 0.00
H -3.250 -2.173 2.858 0.00
C 0.248 -2.833 2.280 0.00
O 0.659 -1.846 -1.997 0.00
C 0.509 -3.850 0.060 0.00
H 2.189 2.398 4.132 0.00
N -1.310 3.026 1.238 0.00
H -1.865 -0.246 2.260 0.00
H 1.564 4.267 -0.764 0.00
C -0.493 2.770 4.242 0.00
O -0.596 -2.095 -4.176 0.01
H 2.955 1.488 -4.725 0.00
H 2.116 1.183 2.842 0.00
H 0.122 -0.811 2.968 0.00
H -2.558 -3.012 -0.917 0.00
H -1.572 -2.183 -5.959 0.00
N -1.615 -1.179 1.935 -0.02
H -1.274 -5.104 -0.004 0.00
O 1.130 -0.254 -3.936 -0.01
H -0.494 -0.775 -5.786 0.00
H 2.445 0.442 -2.494 0.00
N -1.898 -3.094 -0.141 -0.01
H -0.890 -4.292 -1.522 0.00
H 1.489 -2.235 -5.900 0.00
H 1.448 0.828 4.454 0.00
Te -1.774 0.345 -2.356 0.73
H -3.585 -1.364 1.304 0.00
H -3.640 -3.717 0.916 0.00
C -0.560 -1.653 2.837 0.00
C 1.838 4.452 1.975 0.00
H 2.833 -1.153 -3.171 0.00
C -2.650 -3.288 1.108 0.00
C -2.850 -1.964 1.854 -0.01
C 1.583 1.600 3.695 0.00
N 0.591 -2.635 0.868 -0.01
H 3.355 -0.104 -5.369 0.00
O 0.303 1.002 0.902 0.03
H 0.071 3.562 4.743 0.00
H 1.149 -3.712 -0.812 0.00
```

Properties
Energy above the lowest of the compared OMol25 structures with the same formula, charge and spin = 76.9 kcal per mole
Multiplicity = 2
Net charge = +2
Gap between HOMO and LUMO (alpha / beta) = 7.311 / 5.761 eV
E_tot = -62862.410 eV

No. 6
A structure of composition C16H44AsOP2ReSi2 in a non-equilibrium geometry. Source: the OMol25 dataset; level of theory: the ωB97M-V functional and the def2-TZVPD basis.

XYZ file:
```
67
Properties=species:S:1:pos:R:3:mulliken_spin:R:1
H 2.200 0.314 -3.436 0.00
C 1.545 -0.363 -3.972 0.00
H -0.499 -2.566 -4.785 0.00
H 0.716 -4.507 2.130 0.00
H 1.593 -1.776 -0.860 -0.01
H -1.772 -0.821 3.732 0.00
C -2.294 -1.344 2.928 0.01
H 0.327 2.219 -4.127 0.00
Si -1.116 1.737 -2.127 0.01
H 2.249 -1.822 2.646 0.00
C 2.783 3.538 0.918 0.00
H 1.279 2.344 -2.654 0.00
H -2.099 1.871 2.765 -0.01
H -4.078 -0.099 -0.280 0.00
C 4.114 0.628 0.678 0.00
H 1.110 0.160 -4.818 0.00
H 1.625 -3.854 0.763 0.00
H -2.641 1.066 -3.999 0.00
H -2.990 2.691 -3.470 0.00
H -1.782 -2.569 -3.586 0.00
C -3.879 -0.768 0.553 0.00
C -2.739 1.693 -3.117 0.00
H 1.908 -2.879 -2.194 0.00
O 1.362 1.008 1.476 0.03
P 0.070 -2.253 1.742 0.01
C -0.870 -0.176 -1.514 -0.02
H -3.690 -1.764 0.159 0.00
Re -0.223 -0.140 0.529 0.92
H -1.870 -0.602 -1.649 0.03
H 3.194 0.835 4.024 0.00
C -2.958 1.353 2.338 0.00
H 2.035 4.135 1.444 0.00
C 0.643 -3.898 1.226 0.00
H -1.384 -3.247 3.426 0.00
H -3.301 -1.582 3.283 0.00
H 3.834 0.594 -0.378 0.00
Si 0.205 -1.160 -2.881 0.03
H -2.044 2.320 0.141 0.00
C -1.160 2.615 -0.415 -0.01
H 0.169 3.623 -3.109 0.00
C 3.292 1.815 3.554 0.00
H 2.552 3.512 -0.148 0.00
H -0.262 2.393 0.173 0.00
H 0.420 -3.042 -1.276 0.00
H -1.192 3.697 -0.524 0.00
C 1.128 -2.330 -1.677 0.03
H 2.646 2.533 4.064 0.00
H 3.756 4.006 1.052 0.00
C -1.548 -2.616 2.546 -0.03
H 5.112 1.046 0.768 0.00
H 4.323 2.150 3.652 0.00
H -1.574 -1.199 -4.677 0.00
H -0.048 -4.384 0.544 0.00
C 1.244 -1.821 3.069 0.00
H -3.636 1.092 3.153 0.00
H -4.755 -0.793 1.201 0.00
H 1.038 -0.835 3.483 -0.01
As 2.867 1.747 1.663 0.00
C 0.305 2.542 -3.092 0.00
H 1.196 -2.566 3.864 0.00
H 4.110 -0.385 1.085 0.00
P -2.451 -0.185 1.506 0.00
H -3.587 1.326 -2.545 0.00
H -3.483 2.033 1.669 0.00
H -2.145 -3.193 1.836 0.00
H 2.167 -1.153 -4.386 0.00
C -1.049 -1.942 -4.084 0.00
```

Properties
Energy above the lowest of the compared OMol25 structures with the same formula, charge and spin = 7.6 kcal per mole
Multiplicity = 2
Net charge = +3
Gap between HOMO and LUMO (alpha / beta) = 6.107 / 6.724 eV
E_tot = -116629.150 eV